Record 1
# C6H10O

A cluster of 2 separate species, C6H10O in total (ωB97M-V/def2-TZVPD, the OMol25 dataset).

Cartesian coordinates (Å):
1 C -1.18 0.46 -2.23
2 C -0.26 1.23 -1.33
3 C -0.05 0.99 -0.04
4 O -0.70 0.01 0.66
5 C -0.11 -0.43 1.87
6 C 1.25 -1.01 1.92
7 C 1.11 0.17 2.46
8 H -1.85 1.14 -2.78
9 H -1.80 -0.24 -1.66
10 H -0.62 -0.11 -2.98
11 H 0.29 2.06 -1.75
12 H 0.64 1.60 0.55
13 H -0.92 -0.82 2.49
14 H 1.90 -1.84 1.67
15 H 1.56 1.01 2.96
16 H 0.34 -2.26 -1.24
17 H 0.40 -1.95 -0.57

Relative energy (zero: lowest compared OMol25 entry of this formula, charge and spin) = 92.10 kcal/mol
Total charge = 0
Calculated total energy = -309.6956 Ha
Spin multiplicity = 1
Kohn-Sham gap = 0.34810 hartree
F_max = 0.3 eV/A

Record 2
# C12H23BrCaFN3O6S

A structure of composition C12H23BrCaFN3O6S at a distorted geometry (ωB97M-V/def2-TZVPD, the OMol25 dataset).

Cartesian coordinates (Å):
1 C 3.47 1.55 0.60
2 N 3.84 2.96 0.55
3 C 4.62 3.26 -0.67
4 C 2.78 3.86 0.72
5 O 2.76 4.63 1.64
6 C 1.62 3.97 -0.26
7 C 0.25 3.50 0.34
8 C 0.48 2.64 1.51
9 N -0.16 1.49 1.44
10 C -1.02 1.40 0.20
11 C -0.64 2.63 -0.64
12 O -0.17 2.55 -1.97
13 C 0.77 1.66 -2.18
14 N 1.81 1.19 -2.38
15 H 4.39 0.99 0.75
16 H 3.02 1.15 -0.31
17 H 2.87 1.33 1.49
18 H 5.64 2.94 -0.53
19 H 4.17 2.83 -1.57
20 H 4.63 4.34 -0.80
21 H 1.85 3.47 -1.20
22 H 1.51 5.02 -0.49
23 H -0.33 4.41 0.52
24 H 1.11 2.79 2.38
25 H -0.09 0.77 2.18
26 H -2.01 1.66 0.58
27 H -1.16 0.41 -0.31
28 H -1.59 3.15 -0.73
29 O 3.58 1.48 3.56
30 H 4.12 2.23 3.84
31 Ca 0.00 -0.77 1.33
32 O -2.41 -2.71 0.03
33 S -3.17 -3.47 -0.96
34 O -4.59 -3.48 -0.92
35 O -2.62 -4.95 -0.96
36 C -2.52 -5.66 0.31
37 C -3.83 -6.19 0.83
38 C -2.59 -3.01 -2.56
39 H -2.04 -5.02 1.05
40 H -1.83 -6.48 0.10
41 H -4.53 -5.38 1.14
42 H -3.66 -6.83 1.69
43 H -4.35 -6.76 0.06
44 H -1.49 -3.08 -2.51
45 H -2.92 -2.00 -2.73
46 H -3.01 -3.67 -3.33
47 F -6.22 -5.37 1.47
48 Br -0.34 -1.42 -2.29

Total charge = 0
Calculated total energy = -4835.8850 Ha
Spin multiplicity = 1
Kohn-Sham gap = 0.05889 hartree
F_max = 5.9 eV/A

Record 3
# C38H45N6O4Y

A structure of composition C38H45N6O4Y at a distorted geometry (ωB97M-V/def2-TZVPD, the OMol25 dataset).

Cartesian coordinates (Å):
1 Y -0.14 0.04 0.05
2 C 4.84 -3.99 -2.72
3 C 3.89 -2.88 -2.40
4 C 4.32 -1.58 -2.25
5 C 3.42 -0.52 -2.00
6 C 3.81 0.84 -1.96
7 N 4.94 1.33 -1.51
8 C 5.85 0.67 -0.62
9 C 5.72 1.28 0.80
10 C 5.55 0.21 1.87
11 N 4.19 -0.27 2.01
12 C 3.76 -0.76 3.15
13 C 2.51 -1.29 3.48
14 C 2.37 -1.76 4.82
15 C 1.21 -2.31 5.31
16 C 1.09 -2.80 6.71
17 C 0.12 -2.37 4.44
18 C 0.16 -1.91 3.13
19 C -1.09 -2.02 2.41
20 N -1.38 -1.58 1.24
21 C -2.72 -1.91 0.78
22 C -2.66 -2.93 -0.36
23 C -2.10 -2.34 -1.66
24 N -0.76 -1.80 -1.49
25 C 0.19 -2.49 -2.01
26 C 1.59 -2.14 -2.02
27 C 2.52 -3.13 -2.31
28 C 2.02 -0.78 -1.84
29 O 1.21 0.16 -1.54
30 C 1.38 -1.38 2.57
31 O 1.49 -1.04 1.34
32 H 5.87 -3.68 -2.57
33 H 4.73 -4.28 -3.77
34 H 4.64 -4.87 -2.11
35 H 5.36 -1.36 -2.44
36 H 3.08 1.55 -2.33
37 H 5.05 2.34 -1.55
38 H 6.87 0.79 -1.00
39 H 5.61 -0.39 -0.58
40 H 4.85 1.94 0.81
41 H 6.60 1.87 1.04
42 H 5.86 0.61 2.84
43 H 6.22 -0.64 1.65
44 H 3.55 -0.27 1.21
45 H 4.49 -0.74 3.95
46 H 3.24 -1.68 5.47
47 H 2.00 -2.64 7.27
48 H 0.86 -3.87 6.72
49 H 0.27 -2.29 7.23
50 H -0.80 -2.79 4.81
51 H -1.86 -2.54 2.98
52 H -3.20 -0.99 0.41
53 H -3.32 -2.32 1.60
54 H -3.67 -3.29 -0.56
55 H -2.06 -3.79 -0.05
56 H -2.75 -1.52 -1.98
57 H -2.12 -3.12 -2.43
58 H -0.04 -3.43 -2.52
59 H 2.17 -4.14 -2.46
60 C -1.81 0.80 -3.34
61 C -1.74 1.43 -1.98
62 C -2.72 1.19 -1.01
63 C -2.79 1.97 0.16
64 C -3.87 1.75 1.17
65 C -1.86 2.99 0.33
66 C -0.85 3.23 -0.60
67 C 0.05 4.42 -0.47
68 C -0.78 2.42 -1.73
69 H -1.88 1.60 -4.08
70 H -2.69 0.17 -3.46
71 H -0.92 0.22 -3.57
72 H -3.54 0.52 -1.24
73 H -4.26 2.71 1.52
74 H -3.47 1.22 2.03
75 H -4.70 1.18 0.76
76 H -1.96 3.65 1.19
77 H -0.36 5.23 -1.08
78 H 1.05 4.19 -0.83
79 H 0.11 4.77 0.55
80 H -0.05 2.64 -2.50
81 C -0.12 2.30 4.52
82 N 0.66 2.41 3.31
83 C 1.72 3.26 3.23
84 C 2.48 3.34 2.13
85 C 2.19 2.46 1.01
86 O 2.94 2.33 0.04
87 N 1.05 1.71 1.09
88 C 0.30 1.70 2.20
89 O -0.73 0.98 2.19
90 H 0.53 2.40 5.39
91 H -0.61 1.33 4.52
92 H -0.89 3.08 4.56
93 H 1.90 3.86 4.12
94 H 3.32 4.01 2.05

Relative energy (zero: lowest compared OMol25 entry of this formula, charge and spin) = 31.95 kcal/mol
Total charge = +2
Calculated total energy = -2142.6572 Ha
Spin multiplicity = 1
Kohn-Sham gap = 0.27608 hartree
F_max = 1.5 eV/A

HOMO level for every record listed, in sequence, given in eV: -8.31 -6.39 -13.09.